Record 1
A single C3H2S2 molecule, computed with ωB97M-V with the def2-TZVPD basis set.

ORCA input file:
```
! RIJCOSX wB97M-V def2-TZVPD def2/J DEFGRID3
* xyz 0 1
C -0.266 -0.108 -0.092
C -1.718 0.168 -0.024
C -1.051 -1.081 -0.934
S -2.398 -1.502 0.196
S -2.700 1.477 0.012
H 0.375 0.445 -0.706
H -0.007 -0.509 0.864
*
```

For the gap between HOMO and LUMO (alpha / beta), the calculation gives 6.518 / 6.619 eV. The HOMO energy (alpha / beta) comes out at -8.68 / -8.79 eV. The calculation puts the relative energy (zero: lowest compared OMol25 entry of this formula, charge and spin) at 296.39 kJ/mol.

In elementary charge units, the Löwdin charges are:
1. C -0.245
2. C -1.213
3. C -0.300
4. S 0.863
5. S 0.700
6. H 0.090
7. H 0.104

Record 2
3 unconnected molecules or ions with the total composition C35H69N3O2, computed with ωB97M-V with the def2-TZVPD basis set.

ORCA input file:
```
! RIJCOSX wB97M-V def2-TZVPD def2/J DEFGRID3
* xyz 0 1
C 2.192 -4.712 0.408
C 3.167 -4.921 -0.864
C 3.495 -3.503 -1.529
C 2.500 -3.140 -2.765
C 1.528 -1.956 -2.307
C 0.627 -1.378 -3.498
C -0.640 -0.613 -2.888
C -0.468 0.963 -2.763
C -1.581 1.843 -2.671
C -3.100 1.366 -2.720
C -3.648 1.497 -1.196
C -5.216 1.171 -1.099
C -5.450 0.522 0.367
C -5.982 2.590 -1.268
C -1.301 3.422 -2.482
O -1.975 4.302 -3.029
C -0.065 3.736 -1.502
C 1.037 2.847 -1.574
C 2.314 2.915 -0.634
C 3.616 3.353 -1.432
C 4.807 3.567 -0.383
C 5.966 2.467 -0.461
C 6.502 2.155 -1.933
N 7.204 3.324 -2.583
C 0.951 1.699 -2.695
O 1.906 1.460 -3.454
H 2.513 -3.812 1.026
H 2.281 -5.631 1.088
H 1.113 -4.660 0.057
H 4.136 -5.364 -0.435
H 2.637 -5.650 -1.552
H 4.593 -3.408 -1.842
H 3.316 -2.708 -0.735
H 1.931 -4.113 -2.982
H 3.122 -2.883 -3.693
H 0.884 -2.375 -1.457
H 2.186 -1.109 -1.907
H 0.206 -2.301 -4.044
H 1.202 -0.794 -4.279
H -1.593 -0.938 -3.417
H -0.754 -0.995 -1.805
H -3.230 0.299 -3.078
H -3.697 2.099 -3.369
H -3.000 0.857 -0.507
H -3.485 2.590 -0.897
H -5.477 0.467 -1.951
H -6.537 0.207 0.459
H -5.159 1.343 1.112
H -4.756 -0.383 0.497
H -7.093 2.357 -1.299
H -5.727 3.189 -0.338
H -5.588 3.129 -2.184
H -0.078 4.600 -0.771
H 2.063 3.581 0.259
H 2.474 1.838 -0.252
H 3.823 2.591 -2.244
H 3.387 4.343 -1.937
H 4.345 3.489 0.668
H 5.227 4.624 -0.452
H 6.862 2.900 0.117
H 5.633 1.515 0.076
H 7.308 1.344 -1.810
H 5.725 1.718 -2.638
H 6.925 4.165 -2.054
H 8.195 3.188 -2.319
C 5.920 1.041 6.914
C 6.592 1.849 5.809
N 6.081 1.562 4.475
C 6.902 2.128 3.408
C 6.998 3.651 3.318
C 4.642 1.709 4.290
C 4.020 3.074 4.590
H 5.991 -0.032 6.720
H 6.411 1.243 7.869
H 4.866 1.306 7.030
H 7.657 1.598 5.835
H 6.515 2.914 6.055
H 6.559 1.739 2.443
H 7.918 1.731 3.520
H 6.089 4.086 2.904
H 7.817 3.926 2.647
H 7.202 4.113 4.286
H 4.138 0.967 4.920
H 4.372 1.416 3.270
H 4.404 3.519 5.510
H 2.938 2.968 4.708
H 4.179 3.777 3.770
C -6.985 -2.646 -2.059
C -8.139 -3.546 -1.635
N -7.810 -4.447 -0.537
C -8.817 -5.482 -0.320
C -10.210 -5.038 0.129
C -7.293 -3.821 0.674
C -8.165 -2.772 1.364
H -6.100 -3.230 -2.322
H -7.276 -2.063 -2.937
H -6.715 -1.934 -1.274
H -8.411 -4.147 -2.509
H -9.009 -2.920 -1.403
H -8.432 -6.214 0.400
H -8.926 -6.045 -1.254
H -10.221 -4.751 1.181
H -10.911 -5.870 0.020
H -10.594 -4.209 -0.467
H -6.331 -3.352 0.434
H -7.033 -4.596 1.403
H -8.624 -2.076 0.658
H -7.555 -2.180 2.052
H -8.954 -3.233 1.961
*
```

For the gap between HOMO and LUMO, the calculation gives 7.679 eV. The HOMO energy comes out at -8.22 eV. As for the SMILES: CCCCCCCC1=C(CCC(C)C)C(=O)C=C(CCCCCN)C1=O.CCN(CC)CC.CCN(CC)CC.

Atom charges from the Löwdin analysis, given in e for atoms 1 to 99:
1. C -0.140
2. C -0.254
3. C -0.218
4. C -0.201
5. C -0.219
6. C -0.197
7. C -0.134
8. C -0.049
9. C -0.078
10. C -0.122
11. C -0.185
12. C -0.392
13. C -0.100
14. C -0.087
15. C -0.274
16. O 0.060
17. C 0.063
18. C -0.113
19. C -0.155
20. C -0.184
21. C -0.203
22. C -0.207
23. C -0.284
24. N -0.026
25. C -0.222
26. O 0.062
27. H 0.072
28. H 0.070
29. H 0.067
30. H 0.103
31. H 0.097
32. H 0.106
33. H 0.086
34. H 0.106
35. H 0.114
36. H 0.112
37. H 0.111
38. H 0.115
39. H 0.111
40. H 0.106
41. H 0.122
42. H 0.101
43. H 0.123
44. H 0.117
45. H 0.114
46. H 0.121
47. H 0.067
48. H 0.087
49. H 0.080
50. H 0.079
51. H 0.079
52. H 0.078
53. H 0.121
54. H 0.120
55. H 0.133
56. H 0.094
57. H 0.122
58. H 0.095
59. H 0.107
60. H 0.105
61. H 0.108
62. H 0.114
63. H 0.098
64. H 0.048
65. H 0.061
66. C -0.092
67. C -0.273
68. N -0.192
69. C -0.249
70. C -0.089
71. C -0.248
72. C -0.086
73. H 0.079
74. H 0.073
75. H 0.064
76. H 0.118
77. H 0.097
78. H 0.093
79. H 0.111
80. H 0.048
81. H 0.070
82. H 0.067
83. H 0.102
84. H 0.110
85. H 0.069
86. H 0.072
87. H 0.050
88. C -0.090
89. C -0.270
90. N -0.195
91. C -0.251
92. C -0.091
93. C -0.248
94. C -0.089
95. H 0.081
96. H 0.074
97. H 0.046
98. H 0.118
99. H 0.098

Record 3
A molecular structure, C10H12CrFO15Zn, computed with ωB97M-V with the def2-TZVPD basis set.

ORCA input file:
```
! RIJCOSX wB97M-V def2-TZVPD def2/J DEFGRID3
* xyz 1 5
Cr 2.676 -2.665 -2.787
Zn -1.022 -3.120 -0.691
O -1.213 -2.114 -2.526
C -0.545 -1.669 -3.512
O 0.730 -1.534 -3.456
O -1.030 -1.194 -4.542
H -1.976 -1.992 -3.096
O 1.502 -0.129 0.568
C 1.415 -1.389 -0.002
O 0.381 -1.961 0.219
O 2.129 -1.783 -0.909
H 0.748 -0.219 1.156
O 0.474 -6.090 -3.109
C 0.397 -5.132 -2.200
O -0.594 -5.029 -1.382
O 1.274 -4.247 -2.209
H -0.440 -6.376 -3.039
C 0.156 2.373 -0.563
C -1.302 2.430 -0.178
C -1.693 3.603 0.621
O -2.733 4.340 -0.131
C -2.739 3.860 -1.410
O -3.281 4.306 -2.400
O -2.057 2.719 -1.353
H 0.501 1.536 -1.170
H 0.451 2.310 0.485
H 0.478 3.348 -0.929
H -1.790 1.530 0.196
H -0.776 4.167 0.789
H -2.135 3.381 1.592
C 1.879 1.368 3.599
C 1.648 -0.105 4.070
O 0.475 -0.423 3.412
C -0.168 0.663 2.948
O -1.305 0.826 2.494
O 0.703 1.683 2.834
F 1.389 -0.172 5.372
H 2.814 1.491 3.052
H 2.068 2.146 4.339
H 2.511 -0.734 3.850
*
```

For the gap between HOMO and LUMO (alpha / beta), the calculation gives 6.190 / 6.350 eV. The HOMO energy (alpha / beta) comes out at -12.31 / -12.31 eV.

In elementary charge units, the Löwdin charges are:
1. Cr 1.288
2. Zn 1.182
3. O 0.132
4. C -0.817
5. O -0.055
6. O 0.121
7. H 0.155
8. O 0.133
9. C -0.733
10. O 0.012
11. O -0.029
12. H 0.071
13. O 0.202
14. C -0.709
15. O -0.049
16. O -0.068
17. H 0.136
18. C 0.008
19. C -0.350
20. C -0.076
21. O 0.073
22. C -0.541
23. O 0.146
24. O 0.057
25. H 0.087
26. H 0.066
27. H 0.108
28. H 0.142
29. H 0.134
30. H 0.135
31. C -0.020
32. C -0.311
33. O 0.135
34. C -0.521
35. O 0.138
36. O 0.056
37. F 0.109
38. H 0.135
39. H 0.144
40. H 0.175

Record 4
A molecular structure, C39H29F3MoN11O, computed with ωB97M-V with the def2-TZVPD basis set.

ORCA input file:
```
! RIJCOSX wB97M-V def2-TZVPD def2/J DEFGRID3
* xyz 3 3
Mo 0.394 -0.357 -0.141
N 0.946 -3.443 1.309
C 0.372 -3.511 0.054
C 0.004 -4.773 -0.417
C -0.564 -4.892 -1.659
C -0.739 -3.747 -2.442
C -0.343 -2.552 -1.927
N 0.202 -2.404 -0.680
C 1.105 -2.383 2.172
C 1.651 -2.659 3.434
C 1.740 -1.660 4.364
C 1.261 -0.385 4.037
C 0.772 -0.187 2.781
N 0.726 -1.151 1.818
H 1.142 -4.342 1.721
H 0.159 -5.639 0.212
H -0.874 -5.862 -2.026
H -1.170 -3.797 -3.431
H -0.450 -1.640 -2.496
H 1.975 -3.666 3.664
H 2.157 -1.862 5.342
H 1.254 0.422 4.756
H 0.363 0.771 2.487
C -0.818 4.694 -2.637
N -0.224 3.413 -2.255
C -0.449 2.659 -1.186
N 0.346 1.595 -1.232
C 1.040 1.760 -2.403
N 0.716 2.846 -3.051
C 0.133 5.867 -2.495
C -0.344 7.152 -2.760
C 0.498 8.254 -2.714
C 1.839 8.094 -2.406
C 2.310 6.815 -2.129
C 1.463 5.703 -2.169
C 3.699 6.595 -1.812
N 4.775 7.322 -1.961
N 5.787 6.723 -1.551
C 5.473 5.537 -1.107
O 4.126 5.429 -1.256
C 6.256 4.469 -0.526
C 7.646 4.486 -0.605
C 8.358 3.450 -0.028
C 7.691 2.423 0.628
C 6.301 2.414 0.724
C 5.615 1.339 1.547
N 4.430 0.750 0.909
C 3.179 1.198 0.886
N 2.428 0.368 0.181
C 3.309 -0.614 -0.196
N 4.528 -0.415 0.228
C 5.584 3.440 0.135
H -1.714 4.839 -2.036
H -1.119 4.598 -3.679
H -1.175 2.873 -0.418
H 1.786 1.073 -2.769
H -1.387 7.295 -3.019
H 0.107 9.240 -2.925
H 2.505 8.948 -2.374
H 1.873 4.720 -1.984
H 8.159 5.291 -1.118
H 9.437 3.440 -0.087
H 8.267 1.623 1.079
H 5.302 1.746 2.509
H 6.294 0.512 1.728
H 2.841 2.095 1.379
H 3.036 -1.472 -0.794
H 4.503 3.470 0.194
F -8.114 -2.846 -2.405
C -8.001 -1.512 -2.369
F -8.959 -1.044 -1.567
F -8.233 -1.053 -3.602
C -6.628 -1.119 -1.877
C -5.621 -0.834 -2.788
C -4.351 -0.539 -2.328
C -4.085 -0.536 -0.954
C -5.109 -0.815 -0.049
C -6.380 -1.099 -0.513
C -2.748 -0.295 -0.506
C -1.596 -0.102 -0.142
H -5.834 -0.838 -3.848
H -3.555 -0.314 -3.028
H -4.905 -0.810 1.014
H -7.179 -1.311 0.185
*
```

For the gap between HOMO and LUMO (alpha / beta), the calculation gives 2.138 / 3.739 eV. The HOMO energy (alpha / beta) comes out at -13.86 / -13.86 eV.

In elementary charge units, the Löwdin charges are:
1. Mo 1.594
2. N 0.158
3. C -0.253
4. C 0.041
5. C 0.023
6. C -0.007
7. C -0.116
8. N -0.060
9. C -0.259
10. C 0.038
11. C 0.016
12. C -0.010
13. C -0.125
14. N -0.048
15. H 0.161
16. H 0.141
17. H 0.143
18. H 0.135
19. H 0.111
20. H 0.140
21. H 0.142
22. H 0.133
23. H 0.115
24. C -0.047
25. N -0.089
26. C -0.098
27. N -0.094
28. C -0.180
29. N 0.172
30. C -0.195
31. C -0.022
32. C -0.030
33. C 0.017
34. C -0.126
35. C 0.018
36. C -0.232
37. N 0.094
38. N 0.095
39. C -0.237
40. O 0.105
41. C -0.125
42. C 0.019
43. C -0.027
44. C -0.017
45. C -0.200
46. C -0.043
47. N -0.068
48. C -0.105
49. N -0.100
50. C -0.199
51. N 0.181
52. C 0.017
53. H 0.140
54. H 0.147
55. H 0.152
56. H 0.123
57. H 0.124
58. H 0.123
59. H 0.134
60. H 0.102
61. H 0.135
62. H 0.124
63. H 0.122
64. H 0.142
65. H 0.135
66. H 0.158
67. H 0.117
68. H 0.103
69. F 0.181
70. C -0.592
71. F 0.179
72. F 0.173
73. C -0.047
74. C 0.044
75. C 0.017
76. C -0.220
77. C 0.029
78. C 0.048
79. C -0.005
80. C -0.135
81. H 0.142
82. H 0.128
83. H 0.136
84. H 0.147

Record 5
A gas-phase ion, C5H13N2O (charge +1), computed with ωB97M-V with the def2-TZVPD basis set.

ORCA input file:
```
! RIJCOSX wB97M-V def2-TZVPD def2/J DEFGRID3
* xyz 1 1
N 0.118 -3.283 -0.209
C -0.828 -2.515 0.352
N -0.487 -1.237 0.665
C 0.415 -0.432 -0.282
C -0.497 0.764 -0.846
C -0.844 1.859 0.147
C 0.527 2.353 0.661
O 1.356 2.309 -0.454
H 1.054 -3.070 -0.596
H -0.295 -4.185 -0.474
H -1.730 -3.009 0.757
H -1.108 -0.618 1.185
H 0.619 -1.136 -1.065
H 1.328 -0.015 0.121
H -1.449 0.412 -1.193
H 0.032 1.121 -1.680
H -1.529 2.643 -0.171
H -1.412 1.327 1.005
H 0.514 3.332 1.209
H 0.830 1.540 1.413
H 2.248 2.649 -0.268
*
```

For the gap between HOMO and LUMO, the calculation gives 9.703 eV. The HOMO energy comes out at -13.62 eV. As for the SMILES: N/C=[NH+]\CCCCO. The calculation puts the relative energy (zero: lowest compared OMol25 entry of this formula, charge and spin) at 198.46 kJ/mol.

In elementary charge units, the Löwdin charges are:
1. N 0.161
2. C -0.083
3. N 0.072
4. C -0.080
5. C -0.176
6. C -0.162
7. C -0.277
8. O -0.086
9. H 0.154
10. H 0.139
11. H 0.172
12. H 0.133
13. H 0.094
14. H 0.109
15. H 0.109
16. H 0.095
17. H 0.120
18. H 0.123
19. H 0.138
20. H 0.122
21. H 0.124

Number 1: total energy -24808.4085 eV, F_max 0.078 Eh/bohr. Number 2: total energy -45973.7579 eV, F_max 0.065 Eh/bohr. Number 3: total energy -120825.4081 eV, F_max 0.220 Eh/bohr. Number 4: total energy -69333.4043 eV, F_max 0.132 Eh/bohr. Number 5: total energy -10416.1390 eV, F_max 0.081 Eh/bohr.